# 1
113
Properties=species:S:1:pos:R:3:lowdin_charge:R:1 method="wB97M-V/def2-TZVPD" spin_multiplicity=1 orbital_gap_ev=9.91 fmax_ev_per_a=1.4 smiles="CC[C@H](Cl)P(Cc1ccccc1)S(=O)(=O)F.CC(C)O.CC(C)O.CC(C)O.CC(C)O.CC(C)O.CC(C)O.CC(C)O" lumo_energy_ev=0.5
H 2.60 3.13 -7.57 0.09
H -7.04 -3.60 0.91 0.08
O -6.05 -2.84 4.04 -0.06
C 3.30 1.32 -7.31 -0.50
H 5.58 6.07 -3.39 0.08
H 1.17 -2.00 -3.34 0.03
O -3.13 3.40 2.03 -0.07
H -8.45 -4.02 3.68 0.08
H -1.28 0.05 1.19 0.09
C 1.31 -1.57 -5.23 -0.49
H -0.93 0.47 4.07 0.08
H -3.72 4.23 3.78 0.14
H -5.22 5.95 2.73 0.08
H -3.48 -1.86 1.52 0.07
H 0.16 5.97 8.14 0.08
C -1.44 -3.28 -2.08 -0.08
H 3.86 2.48 -5.57 0.05
H 4.26 0.76 -5.45 0.08
H 0.78 6.81 4.51 0.08
H 6.74 1.94 -3.13 0.08
H 1.21 7.86 5.86 0.08
H 7.22 5.61 -3.82 0.08
C 3.52 1.47 -5.82 -0.06
C -7.57 -4.62 3.44 -0.06
C 0.83 6.86 5.60 -0.06
H -3.69 -0.11 1.57 0.08
C 2.53 -2.44 -5.48 -0.06
H -5.95 -2.30 1.44 0.06
H -0.93 5.67 5.89 0.13
C -0.55 6.64 6.20 -0.50
H -1.51 6.55 8.13 0.08
C 4.59 1.55 -8.09 -0.06
H 5.09 3.74 -2.68 0.14
H -0.11 -3.19 -5.04 0.07
C 1.35 -4.86 2.27 -0.32
H 6.23 3.89 -5.26 0.09
H -2.15 1.29 3.10 0.06
H 3.44 -1.92 -5.19 0.07
H -7.85 -5.33 2.65 0.08
H 4.96 2.57 -7.91 0.08
H -1.77 -1.74 3.31 0.14
H -1.39 -5.39 -1.92 0.06
H 4.42 1.45 -9.16 0.08
C -2.47 5.62 2.74 -0.06
H 1.41 -0.64 -5.80 0.12
H 5.36 0.85 -7.79 0.08
H -1.15 8.48 5.95 0.08
C -3.56 4.56 2.75 -0.49
H -1.96 -3.14 -3.02 0.07
C 3.51 -4.74 3.30 -0.08
H 0.01 -6.54 2.33 0.09
H -6.81 -2.28 4.24 0.09
H 0.17 -3.73 -0.28 0.04
Cl 2.00 -4.14 -1.66 0.59
H -5.55 -4.34 2.79 0.14
H -0.18 7.70 8.05 0.08
O 2.29 2.23 -7.76 -0.05
H 7.92 3.13 -3.67 0.08
H 2.62 -2.72 -6.54 0.08
H 4.37 -2.78 3.48 0.10
C -1.94 0.38 3.66 -0.06
H 0.51 -2.98 1.69 0.09
H -0.83 -1.63 -5.45 0.08
O -1.47 7.61 5.69 -0.06
H -2.26 5.94 1.71 0.08
C 5.95 3.94 -3.33 -0.49
C -2.03 -0.84 2.76 -0.49
C -3.43 -0.98 2.18 -0.06
O -2.20 -7.09 -0.44 -0.31
H 4.35 -5.25 3.75 0.10
H -2.98 3.67 1.12 0.09
H -1.54 5.23 3.16 0.07
H -2.77 6.50 3.31 0.08
C 0.39 -4.56 -0.93 -0.84
H -0.73 -5.05 1.76 0.09
H -4.72 5.38 1.13 0.08
H -2.64 0.31 4.49 0.08
C 6.39 5.39 -3.15 -0.06
H -2.14 -3.28 -1.26 0.07
H -0.75 -2.44 -1.93 0.07
H 2.92 0.33 -7.53 0.13
C 2.43 -2.71 2.59 -0.06
O 5.49 3.72 -4.66 -0.07
C 1.36 -3.47 2.14 -0.05
C 2.43 -5.50 2.86 -0.05
H -4.18 -1.10 2.97 0.07
C -0.66 -4.61 -2.06 -0.32
H -7.64 -2.28 1.93 0.08
H -0.16 -4.72 -3.01 0.08
O 1.26 -1.19 -3.86 -0.06
H 7.41 3.09 -1.97 0.08
H 2.44 -6.57 2.98 0.11
C 0.18 -5.64 1.74 -0.32
F -0.54 -7.70 -2.08 -0.19
C -6.78 -2.94 1.74 -0.06
H -5.63 4.31 2.19 0.08
H 0.04 -2.55 -6.69 0.08
C 3.52 -3.36 3.16 -0.08
H 1.54 6.12 5.95 0.08
C -4.86 5.09 2.17 -0.06
S -0.85 -7.54 -0.55 0.44
H 6.72 5.58 -2.13 0.08
C 7.07 2.97 -3.00 -0.06
H -7.30 -5.18 4.33 0.08
C -0.51 6.72 7.72 -0.06
C 0.03 -2.28 -5.63 -0.05
O -0.48 -8.77 0.07 -0.31
O -1.07 -0.74 1.70 -0.07
P 0.68 -6.12 0.03 0.95
H 2.40 -1.64 2.46 0.11
C -6.43 -3.73 2.99 -0.50
H 2.48 -3.36 -4.89 0.07
H 2.59 1.31 -5.28 0.07

---

# 2
61
Properties=species:S:1:pos:R:3:nbo_charge:R:1 method="wB97M-V/def2-TZVPD" total_charge=+3 spin_multiplicity=1 orbital_gap_ev=6.32 fmax_ev_per_a=1.1 lumo_energy_ev=-10.5 de_lowest_kcal_mol=43.9
C -2.03 0.60 -3.78 -0.13
H -0.94 -4.42 3.46 0.25
H 2.82 2.59 -2.50 0.27
H -2.63 2.93 2.85 0.22
C -0.88 -4.49 -0.42 -0.13
H -0.27 -0.56 -4.16 0.26
C -0.09 -3.57 0.29 -0.55
H -2.72 1.56 3.92 0.28
N -0.20 2.45 1.79 -0.84
C -0.12 -3.53 1.69 -0.11
C -0.82 1.76 2.98 -0.22
H 0.82 2.40 1.87 0.43
C 0.14 1.09 -2.86 -0.16
C 4.46 -3.46 1.04 -0.16
C 4.25 -1.10 1.46 -0.20
P 0.80 3.34 -1.34 0.93
C 2.20 3.49 -2.50 -0.90
H -0.41 3.45 1.88 0.41
H 0.75 5.70 -0.99 0.29
C -0.69 0.29 -3.64 -0.15
H -0.32 5.26 -2.32 0.28
H -0.42 2.23 3.88 0.25
C -1.75 2.56 -2.40 -0.30
H -0.84 -4.52 -1.50 0.24
H -3.29 1.04 -0.18 0.43
H -4.11 1.06 2.04 0.25
C -0.92 -4.42 2.38 -0.22
S 0.96 -2.49 -2.47 -0.25
C 0.01 4.98 -1.32 -0.94
H -3.25 2.52 0.45 0.41
H -2.25 -6.12 -0.25 0.25
C -0.36 2.27 -2.29 -0.41
C -1.67 -5.38 0.28 -0.20
H 2.48 -0.16 0.71 0.20
H -3.62 1.96 -3.27 0.26
H -2.15 3.49 -2.02 0.25
N -2.78 1.61 0.49 -0.86
H -0.83 5.04 -0.63 0.25
C -1.70 -5.34 1.67 -0.11
C -2.57 1.72 -3.14 -0.14
H 1.19 0.82 -2.75 0.25
H -0.50 0.72 2.95 0.22
C 3.23 -3.47 0.40 -0.19
H -2.69 0.02 1.87 0.22
H 4.65 -0.18 1.87 0.24
Ti -0.73 1.67 -0.14 1.10
H 1.79 3.69 -3.49 0.27
H 5.03 -4.38 1.12 0.25
C 4.96 -2.28 1.57 -0.14
P 0.97 -2.48 -0.59 1.30
C -2.34 1.88 2.95 -0.45
H -2.67 -0.02 -4.40 0.27
H 0.52 -2.85 2.24 0.22
H -2.32 -6.04 2.22 0.25
S -0.21 -0.29 0.19 -0.25
H 5.92 -2.29 2.08 0.25
C 3.02 -1.09 0.81 -0.21
C 2.51 -2.27 0.28 -0.40
H 2.85 -4.40 -0.01 0.24
C -3.04 1.06 1.88 -0.22
H 2.81 4.33 -2.17 0.29

---

# 3
12
Properties=species:S:1:pos:R:3:nbo_charge:R:1 method="wB97M-V/def2-TZVPD" spin_multiplicity=1 orbital_gap_ev=7.75 fmax_ev_per_a=6.7 smiles="[H]/N=N/c1c[nH]c(=O)[nH]1" lumo_energy_ev=-0.7 de_lowest_kcal_mol=70.1
N -0.44 0.51 2.84 -0.36
O -0.08 -0.55 -2.78 -0.59
H 2.21 -1.00 -1.06 0.42
C 0.15 -0.34 -1.63 0.76
H 1.55 -0.62 1.50 0.25
H -0.74 1.20 3.57 0.32
C 0.88 -0.52 0.69 -0.06
N -0.66 0.40 -0.73 -0.61
H -1.60 0.66 -1.03 0.43
C -0.24 0.24 0.57 0.19
N 1.08 -0.90 -0.68 -0.62
N -0.77 1.12 1.63 -0.13